ORCA calculation (ωB97M-V/def2-TZVPD) on one molecule with the formula C5H10O.

Geometry (Å):
C: 2.04985 -0.31894 0.40403
C: 0.82548 0.55945 0.41662
O: 0.45072 1.12070 -0.83603
C: -0.46750 0.22360 -0.20002
C: -1.72432 0.93196 0.29035
C: -0.66934 -1.12168 -0.86687
H: 2.94401 0.31326 0.37959
H: 2.06943 -0.95888 -0.48177
H: 2.10350 -0.94855 1.29919
H: 0.78790 1.26614 1.25220
H: -1.59113 1.35652 1.29087
H: -1.94295 1.76154 -0.38981
H: -2.59642 0.26925 0.31175
H: -0.77931 -1.91360 -0.11554
H: 0.18098 -1.37024 -1.50413
H: -1.56722 -1.12754 -1.49290

Atomic forces in eV per Å
C 0.007 -0.024 -0.034
C 0.136 -0.079 0.231
O 0.022 0.127 -0.180
C -0.212 -0.118 0.115
C -0.023 -0.013 0.055
C 0.035 -0.008 -0.079
H -0.097 -0.104 0.018
H -0.014 0.084 0.163
H -0.044 0.106 -0.104
H 0.008 -0.062 -0.185
H -0.001 -0.073 -0.147
H -0.013 -0.154 0.044
H 0.208 0.051 0.023
H -0.029 0.157 -0.086
H -0.079 0.031 0.088
H 0.095 0.078 0.078

Values from the calculation:
Kohn-Sham gap = 11.049 eV
Largest force on an atom = 0.28 eV/A
SMILES = C[C@H]1OC1(C)C

=====

ORCA calculation (ωB97M-V/def2-TZVPD) on one molecule with the formula C5H10O in a non-equilibrium geometry.

Geometry (Å):
C: -2.06093 0.46192 -0.03400
C: -0.93767 -0.51963 -0.35013
C: 0.32179 -0.43852 0.53435
C: 1.58325 -0.94356 -0.00877
C: 1.81962 0.50167 0.20286
O: 1.02057 1.41202 -0.55156
H: -1.75698 1.47755 -0.29836
H: -2.30936 0.43675 1.03271
H: -2.97728 0.23219 -0.59121
H: -1.30530 -1.54975 -0.15853
H: -0.70269 -0.49801 -1.42257
H: 0.11389 -0.38933 1.58581
H: 2.08689 -1.56558 0.73576
H: 1.61779 -1.34646 -1.01514
H: 2.88988 0.82577 0.17310
H: 0.59654 1.90296 0.16568

Atomic forces in eV per Å
C 0.067 0.092 0.070
C 0.301 0.234 0.178
C 0.102 -0.519 0.719
C -0.214 -0.398 -0.292
C -0.950 -0.148 -0.894
O 0.647 1.227 -0.982
H -0.090 -0.034 0.052
H 0.018 0.047 -0.107
H 0.238 -0.006 0.073
H 0.225 0.303 0.054
H 0.176 0.156 0.367
H 0.118 -0.798 0.417
H 0.468 0.327 -0.301
H -0.249 -0.347 -0.088
H -0.910 -0.140 1.525
H 0.053 0.003 -0.790

Values from the calculation:
Kohn-Sham gap = 8.747 eV
Largest force on an atom = 1.78 eV/A
SMILES = CC[C@H]1C[C@H]1O

=====

ORCA calculation (ωB97M-V/def2-TZVPD) on one molecule with the formula C5H10O.

Geometry (Å):
C: 1.61075 0.03282 -1.34940
C: 0.27401 -0.38801 -0.76238
O: 0.44893 -1.69482 -0.24733
C: -0.19754 0.60590 0.28796
C: -1.63197 0.55706 0.71350
C: -0.56236 0.14483 1.66953
H: 2.36032 0.11325 -0.55638
H: 1.50890 1.00589 -1.83781
H: 1.97621 -0.67535 -2.09884
H: -0.47244 -0.42018 -1.56861
H: -0.38329 -2.03624 0.09289
H: 0.28638 1.57124 0.18810
H: -2.19889 1.46720 0.86341
H: -2.20948 -0.21198 0.22790
H: -0.44157 -0.91142 1.90015
H: -0.36795 0.83981 2.47731

Atomic forces in eV per Å
C 0.084 0.063 -0.051
C 0.108 0.043 -0.235
O 0.150 -0.410 0.022
C 0.107 0.126 -0.097
C -0.238 0.179 -0.315
C 0.077 0.086 0.161
H -0.072 -0.001 -0.066
H 0.029 -0.040 0.091
H -0.164 -0.009 0.164
H 0.047 0.008 0.001
H -0.052 0.048 -0.087
H -0.165 0.052 0.165
H 0.169 0.018 0.132
H -0.188 -0.269 0.005
H 0.009 0.321 0.066
H 0.099 -0.214 0.044

Values from the calculation:
Kohn-Sham gap = 11.202 eV
Largest force on an atom = 0.44 eV/A
SMILES = C[C@@H](O)C1CC1

=====

ORCA calculation (ωB97M-V/def2-TZVPD) on one molecule with the formula C5H10O in a non-equilibrium geometry.

Geometry (Å):
O: 2.36773 -0.17834 -0.09354
C: 1.02992 -0.07958 0.29534
C: 0.25414 1.10126 -0.27822
C: -1.18769 0.73536 0.07862
C: -1.32818 -0.78123 0.03694
C: 0.14368 -1.22675 -0.19595
H: 2.92049 0.49907 0.41719
H: 1.01316 -0.06503 1.38722
H: 0.62172 2.13217 0.04871
H: 0.36529 1.08545 -1.36726
H: -1.85836 1.32816 -0.55466
H: -1.37431 1.07704 1.12240
H: -1.98930 -1.07087 -0.79183
H: -1.80040 -1.04996 0.95981
H: 0.48669 -2.16557 0.23972
H: 0.33543 -1.34119 -1.30449

Atomic forces in eV per Å
O 1.808 1.000 0.425
C -0.868 0.502 0.146
C 0.585 1.019 0.208
C -0.149 2.139 0.833
C 0.660 0.392 -1.163
C 0.666 -0.842 -0.901
H -1.364 -1.471 -1.133
H -0.355 0.114 0.248
H -0.659 -1.318 -0.131
H 0.166 -0.074 0.020
H -0.180 -0.434 0.122
H 0.022 -0.094 -0.605
H 0.295 -0.204 0.287
H 0.043 -0.807 0.466
H -0.427 -0.118 0.154
H -0.241 0.197 1.024

Values from the calculation:
Kohn-Sham gap = 10.908 eV
Largest force on an atom = 2.30 eV/A
SMILES = OC1CCCC1

=====

ORCA calculation (ωB97M-V/def2-TZVPD) on one molecule with the formula C5H10O.

Geometry (Å):
O: -1.81490 0.03238 0.84046
C: -1.09320 0.22367 -0.37556
C: -0.22389 -1.00378 -0.64875
C: 0.80682 -0.87870 0.47745
C: 1.23976 0.58883 0.30350
C: -0.04606 1.32910 -0.16349
H: -1.88347 -0.92113 0.98408
H: -1.80490 0.46167 -1.17939
H: -0.80074 -1.93612 -0.69975
H: 0.28753 -0.88152 -1.61247
H: 1.63195 -1.59674 0.43390
H: 0.30958 -0.99486 1.44721
H: 1.67286 1.02602 1.20778
H: 2.00659 0.63375 -0.48069
H: -0.41688 2.05130 0.56893
H: 0.12893 1.86613 -1.10321

Atomic forces in eV per Å
O -0.146 -0.139 0.053
C 0.186 0.039 -0.284
C -0.064 -0.082 -0.109
C 0.096 0.038 0.075
C 0.086 0.034 0.039
C -0.032 0.036 -0.011
H -0.161 0.264 0.027
H 0.188 -0.082 0.114
H 0.109 0.097 0.161
H -0.129 -0.052 0.069
H -0.114 0.157 -0.116
H 0.158 -0.093 -0.145
H -0.079 -0.105 -0.111
H -0.118 0.068 0.147
H 0.069 -0.108 -0.076
H -0.050 -0.072 0.167

Values from the calculation:
Kohn-Sham gap = 11.154 eV
Largest force on an atom = 0.34 eV/A
SMILES = OC1CCCC1

=====

ORCA calculation (ωB97M-V/def2-TZVPD) on a 3-piece molecular cluster, C5H10O overall.

Geometry (Å):
C: -0.21833 0.47328 -1.27784
C: 0.00609 0.68753 0.13359
O: 0.36341 1.89546 0.41128
C: 1.12970 -0.64478 -0.02188
C: 0.09716 -1.46604 0.75428
C: -0.73284 -0.22384 1.12622
H: -0.80737 -0.35861 -1.66666
H: 0.51969 0.89458 -1.95309
H: -1.00583 2.02229 -1.31480
H: -0.55334 2.38280 -0.62950
H: 1.51939 -1.05328 -0.95759
H: 1.95943 -0.26344 0.57493
H: 0.50143 -2.03544 1.59549
H: -0.44091 -2.15811 0.09853
H: -0.51961 0.13448 2.13606
H: -1.81806 -0.28687 0.99100

Atomic forces in eV per Å
C 0.090 0.001 0.068
C -0.162 0.024 -0.241
O -0.085 0.028 -0.064
C 0.295 -0.214 -0.015
C 0.013 -0.123 0.008
C -0.085 0.054 0.086
H 0.058 0.115 0.086
H -0.119 -0.021 0.126
H -0.012 0.018 0.009
H 0.081 -0.101 0.036
H -0.076 0.081 0.125
H -0.135 -0.037 -0.073
H -0.067 0.088 -0.127
H 0.073 0.113 0.094
H -0.020 -0.060 -0.129
H 0.151 0.032 0.009

Values from the calculation:
Kohn-Sham gap = 9.606 eV
Largest force on an atom = 0.36 eV/A

=====

Calculated energy above the lowest of the compared OMol25 structures with the same formula, charge and spin (kJ/mol), listed in the same order as above: 97.4; 413.6; 112.2; 52.0; 22.9; 503.0
Calculated DFT total energy (eV), listed in the same order as above: -7393.756; -7390.479; -7393.602; -7394.226; -7394.528; -7389.552
Calculated E_HOMO (eV), listed in the same order as above: -10.011; -7.745; -10.194; -9.964; -10.120; -9.187